ORCA calculation (ωB97M-V/def2-TZVPD) on a cluster of 4 separate species, C26H39F6NO9PS in total at a distorted geometry.

```
83
Properties=species:S:1:pos:R:3:lowdin_charge:R:1
C 4.419 2.750 -0.398 -0.2079
C 2.805 3.050 -0.613 -0.5572
S 2.029 1.712 -1.687 0.7254
C 0.343 1.367 -0.799 -0.5388
P -0.392 -0.348 -1.346 0.4852
C -0.700 -2.100 -2.118 -0.3569
C 0.523 -2.594 -3.161 -0.1929
C 1.190 -1.129 -0.612 -0.4519
N 1.927 -0.648 0.508 -0.0893
C -1.455 -0.657 0.194 -0.3027
C -0.994 -0.289 1.676 -0.2233
C -2.287 -0.685 2.672 -0.1402
F -2.748 0.542 3.423 -0.1891
C -1.920 0.417 -2.186 -0.3692
F -1.541 0.597 -3.641 -0.1092
F -3.152 -0.465 -2.268 -0.1063
C -2.625 1.767 -1.715 -0.0432
C -2.763 2.489 -0.255 0.0132
C -3.567 3.890 0.076 -0.0407
C -4.368 4.659 -1.140 -0.0176
C -4.281 3.964 -2.628 -0.0636
C -5.148 4.738 -3.830 -0.2191
F -5.801 5.972 -3.285 -0.0222
F -4.365 4.962 -5.067 -0.0004
F -6.290 3.793 -4.125 -0.0290
C -3.447 2.585 -2.931 0.0781
H 4.521 1.563 -0.352 0.0699
H 4.864 3.258 0.559 0.0624
H 4.959 3.106 -1.400 0.0747
H 2.632 4.105 -1.107 0.0676
H 2.262 3.095 0.443 0.0774
H -0.178 2.303 -1.239 0.0294
H 0.469 1.532 0.324 0.0230
H 0.352 -0.094 -2.548 -0.0171
H -1.589 -2.171 -2.860 0.0682
H -0.809 -2.966 -1.358 0.0603
H 1.407 -3.105 -2.570 0.0598
H 0.084 -3.451 -3.867 0.0605
H 0.863 -1.736 -3.885 0.0691
H 1.007 -2.299 -0.435 0.0956
H 2.008 -1.131 -1.491 0.0886
H 1.639 -0.012 1.223 0.0240
H 2.452 -1.439 0.990 0.0575
H -1.659 -1.837 0.237 0.1090
H -2.573 -0.239 0.144 0.0898
H -0.828 0.868 1.923 0.1073
H -0.105 -0.934 2.144 0.1131
H -2.022 -1.533 3.434 0.1058
H -3.221 -1.058 2.057 0.1141
H -2.225 1.972 0.646 0.0742
H -3.540 4.295 1.191 0.0913
H -4.963 5.634 -0.880 0.0885
H -3.492 2.187 -4.048 0.1196
C 3.246 -4.414 3.843 -0.1470
C 4.740 -4.425 3.883 -0.1404
O 5.103 -4.148 2.544 0.0640
C 4.050 -3.491 1.975 -0.5069
O 4.083 -2.953 0.881 0.1379
O 2.955 -3.515 2.790 0.0590
H 2.807 -4.066 4.783 0.1362
H 2.827 -5.395 3.596 0.1273
H 5.147 -3.640 4.530 0.1363
H 5.141 -5.391 4.201 0.1337
C 0.397 -7.135 7.261 -0.1400
C 0.377 -7.401 5.790 -0.1354
O 1.671 -7.010 5.371 0.0471
C 2.484 -7.091 6.465 -0.5130
O 3.699 -6.988 6.429 0.1312
O 1.760 -7.302 7.603 0.0647
H -0.231 -7.834 7.819 0.1375
H 0.095 -6.111 7.504 0.1378
H 0.236 -8.462 5.559 0.1374
H -0.391 -6.820 5.273 0.1416
C -1.042 5.562 -5.549 -0.1410
C -1.604 6.865 -5.082 -0.1458
O -0.715 7.252 -4.051 0.0611
C 0.471 6.620 -4.293 -0.5138
O 1.511 6.856 -3.700 0.1277
O 0.343 5.691 -5.284 0.0664
H -1.218 5.391 -6.615 0.1369
H -1.432 4.710 -4.983 0.1322
H -1.593 7.630 -5.865 0.1329
H -2.623 6.764 -4.697 0.1200
```

Values from the calculation:
Charge: -1
LUMO energy (eV): 1.5
Frontier orbital gap (eV): 5.8

ORCA calculation (ωB97M-V/def2-TZVPD) on a structure of composition C14H18AgAsN2O6S.

```
43
Properties=species:S:1:pos:R:3:lowdin_charge:R:1
Ag -1.001 -1.843 -2.000 0.6882
O -2.164 -3.743 -0.931 -0.5026
S -1.999 -4.201 -2.357 0.1541
O -2.571 -5.536 -2.554 -0.4375
O -0.530 -4.174 -2.664 -0.4990
O -2.658 -3.175 -3.234 -0.4978
C 1.548 2.254 -4.526 -0.0595
N 0.452 1.969 -3.627 -0.0797
C -0.628 2.798 -3.533 -0.1082
C -1.652 2.521 -2.723 -0.0196
C -1.618 1.279 -1.930 -0.5516
O -2.494 1.056 -1.097 -0.0255
N -0.587 0.399 -2.158 0.0671
C 0.487 0.736 -2.923 -0.5417
O 1.488 0.046 -3.079 -0.0044
H 1.470 3.295 -4.844 0.0722
H 1.534 1.606 -5.404 0.0885
H 2.497 2.099 -4.018 0.0803
H -0.585 3.693 -4.143 0.1068
H -2.495 3.186 -2.619 0.0907
C 1.471 -2.361 2.133 -0.3576
As 0.390 -1.715 0.635 1.1460
C -1.349 -1.875 1.512 -0.3326
C 0.644 0.259 0.881 -0.3430
C 0.737 0.739 2.289 -0.3080
C -0.414 1.061 3.013 -0.0560
C -0.343 1.467 4.338 -0.1031
C 0.885 1.570 4.981 -0.1294
C 2.042 1.264 4.271 -0.1139
C 1.964 0.856 2.947 -0.0763
H 1.243 -1.834 3.061 0.0075
H 2.533 -2.262 1.902 0.0066
H 1.242 -3.421 2.254 0.0128
H -1.315 -1.533 2.548 0.0062
H -1.648 -2.920 1.442 0.0087
H -2.075 -1.299 0.937 0.0195
H -0.222 0.681 0.367 0.0426
H 1.528 0.518 0.296 0.0644
H -1.374 0.992 2.515 0.1140
H -1.255 1.707 4.871 0.0920
H 0.941 1.884 6.016 0.0831
H 3.010 1.342 4.752 0.0882
H 2.871 0.614 2.403 0.1074
```

Values from the calculation:
Charge: -2
LUMO energy (eV): 4.4
Frontier orbital gap (eV): 5.6
ΔE to the lowest compared entry with this formula, charge and spin (eV): 0.2313